ORCA calculation (ωB97M-V/def2-TZVPD) on C34H70AsBr2Cl2CsF7LiN4O6 as an isolated structure in a non-equilibrium geometry.

The geometry in XYZ format:
```
128
Properties=species:S:1:pos:R:3
Cs -2.2002 -7.1662 5.2107
Br -0.7208 1.3375 0.1534
Br 7.6682 8.1002 -1.7019
As 4.4480 -5.2685 1.8004
Cl 6.3386 8.1487 -6.9443
Cl 8.4382 8.5871 -4.5599
F 2.8701 -6.0247 1.5891
F 5.0746 -6.2135 0.4791
F 0.6430 -0.0739 -0.8635
F 3.8063 -4.3200 3.1235
F 4.8937 -6.5260 2.9177
F 3.9754 -3.9902 0.6674
F 6.0059 -4.5197 2.0083
O 1.6550 2.6529 -4.9102
O -11.0182 -7.8600 4.3523
O -8.0204 -11.4551 4.8857
O 3.1867 3.1028 -3.3130
O 3.0561 7.8869 -4.6297
O 1.9231 8.3676 -2.8581
N 2.1056 8.3828 -4.0544
N -0.8598 9.7877 0.4236
N 9.3511 3.5021 -4.7875
N 1.7035 -0.6734 -0.0726
C 3.3369 0.6897 -3.0225
C 6.4751 7.0384 -5.6275
C -11.2534 -7.7764 3.0367
C 2.2988 3.4653 -4.2397
C 5.6286 5.9230 -5.6250
C -0.5393 -6.0240 1.9404
C -0.4504 10.9975 2.6417
C 0.3815 -3.6936 1.8693
C 7.3842 7.2275 -4.6038
C -4.5592 -8.8967 2.4005
C 2.7101 1.9848 -2.4722
C -5.1098 -10.2949 2.7445
C 1.6428 9.3489 0.7594
C 0.2667 -2.2900 1.2295
C -3.5135 -8.4203 3.4544
C 2.9905 -0.5924 -2.2262
C 0.4667 9.6726 -0.1685
C 3.0351 -0.4292 -0.6940
C -10.3056 -8.7466 2.2996
C -6.1164 -10.2543 3.9287
C 6.6224 5.1792 -3.5633
C -7.3127 -11.2124 3.6911
C -2.0549 -8.0886 2.7711
C -1.3399 8.5369 0.9852
C 5.7019 4.9987 -4.6028
C 1.4195 -2.0912 0.2039
C -0.6349 -4.6683 1.1994
C -2.8045 8.5650 1.3986
C -1.9579 -6.4809 2.5218
C 1.0745 9.0674 -4.8823
C 7.4614 6.2908 -3.5571
C -1.0739 10.9721 1.2403
C -8.5924 -10.2407 5.4008
C 2.0981 4.9430 -4.5208
Li 2.4273 1.0856 -6.3458
H -2.9921 9.2814 2.1996
H -10.4718 -9.7815 2.6143
H -2.0150 -8.5546 1.7824
H -2.6912 -6.2538 1.7316
H 8.1750 6.4263 -2.7399
H 9.2157 3.2038 -5.7537
H -2.1514 11.1237 1.3449
H -1.2307 7.7556 0.2275
H -9.2547 -8.4905 2.4811
H -12.2810 -8.0437 2.6757
H 8.6136 4.1776 -4.5293
H -3.4145 -9.2879 4.2187
H -0.1974 -6.7846 1.2294
H -7.9475 -9.9211 6.2435
H 1.0272 5.1706 -4.6147
H 1.6138 2.0099 -2.4949
H 0.1286 8.5602 -4.7116
H -0.7412 8.2176 1.8510
H -1.2056 -8.5169 3.4066
H 0.0881 -3.6414 2.9289
H 5.0467 4.1356 -4.6071
H -6.9683 -12.1591 3.2439
H 1.9590 10.2190 1.3331
H -3.0973 7.5823 1.7718
H -0.6717 -2.2458 0.6593
H 4.9167 5.7842 -6.4286
H 0.4220 8.8961 -0.9362
H -2.2363 -5.8765 3.4475
H -5.6420 -10.6019 4.8644
H -0.7340 11.8508 0.6848
H 0.6950 10.5936 -0.7144
H 9.3007 2.6930 -4.1675
H -3.9040 -7.5109 4.0530
H 1.6962 -0.1498 0.8141
H 3.0536 2.2435 -1.4654
H 4.4278 0.8449 -3.0755
H -8.0178 -10.7555 2.9697
H -0.4724 -4.7780 0.1171
H -3.4478 8.8103 0.5518
H -5.5796 -10.6904 1.8302
H 2.4977 5.5615 -3.7065
H 1.3951 -4.1064 1.7534
H 2.5039 9.0420 0.1612
H -6.4972 -9.2356 4.1019
H 2.0450 -1.0029 -2.6012
H -10.4703 -8.7032 1.2080
H -0.5529 10.0444 3.1623
H -8.5909 -9.4343 4.6531
H 2.3052 -2.6650 0.5207
H -1.6377 -4.2281 1.3388
H 3.7551 -1.3438 -2.4827
H -5.3900 -8.1775 2.3307
H 3.6997 -1.2054 -0.2822
H -9.6136 -10.4068 5.7594
H 3.4342 0.5260 -0.3384
H 1.0280 10.1024 -4.5557
H 10.2657 3.9494 -4.6924
H -4.2977 -10.9717 3.0601
H 1.4186 8.5365 1.4513
H 2.9981 0.5590 -4.0659
H 2.5798 5.2333 -5.4647
H 0.2672 -1.4857 1.9812
H 0.6051 11.2628 2.6097
H -0.9470 11.7570 3.2509
H 6.6831 4.4543 -2.7574
H 0.1263 -5.9097 2.8081
H 1.0757 -2.5495 -0.7373
H -4.1045 -8.9127 1.3962
H 1.3676 9.0028 -5.9245
H -11.0904 -6.7803 2.5431
```

## Properties
- total charge = 0
- Kohn-Sham gap (eV) = 0.73

ORCA calculation (ωB97M-V/def2-TZVPD) on a 7-piece molecular cluster, C34H70NO14 overall in a non-equilibrium geometry.

The geometry in XYZ format:
```
119
Properties=species:S:1:pos:R:3
O -0.9720 4.4297 -7.4465
O 2.9651 -0.9172 1.8338
O -3.1252 1.5751 3.1735
O 2.3420 -2.1994 1.7356
O 0.1553 -6.7418 -4.5551
O -0.9990 -4.8874 -4.8084
O -1.6185 -0.2436 7.8598
O 1.9035 4.5072 3.5110
O 9.5959 -3.6768 2.3236
O -3.3934 0.2668 6.6722
O 7.6396 -3.2621 1.4127
O -1.1643 2.6699 -8.7517
O 2.0015 6.2873 4.7960
O -4.6850 0.1421 3.7627
N 0.8458 -0.4137 0.8339
C -2.4461 -0.6215 -0.1439
C -0.2000 -0.3210 8.0390
C -1.4672 3.9351 -8.4196
C -1.3660 1.2885 5.9628
C -1.2374 2.2225 -11.1411
C -0.2804 0.5163 0.8133
C 1.1473 -4.5989 -3.8647
C -0.7628 0.6884 -4.7208
C 1.5357 5.7527 3.8227
C -0.6047 -1.7692 -1.6253
C -0.8979 -0.7179 -4.0032
C -7.0498 0.2116 4.3234
C 1.3871 -7.4352 -4.3454
C -2.2010 0.3866 6.8309
C -4.0556 1.3171 3.8895
C -1.6117 -0.2397 1.1345
C 1.8641 4.0315 1.1214
C 6.2350 -2.9671 1.5125
C 0.0282 -5.4042 -4.4681
C -2.3603 4.7409 -9.3260
C -0.4857 -0.4857 -2.5021
C -5.6794 -0.3330 4.6733
C 0.6075 6.4964 2.8991
C 1.6253 -7.7044 -2.8742
C 0.3354 0.9086 8.7421
C 8.4715 -3.2699 2.4592
C 8.0095 -2.6873 3.7683
C 1.8981 0.1173 1.6393
C -1.9357 -1.9215 -0.8311
C 1.2735 3.7244 2.4802
C -1.8321 1.9331 -9.7785
C -4.5798 2.3323 4.8677
C -2.1603 1.3449 -4.9912
C 5.9702 -1.4785 1.4777
H -7.8084 -0.2018 4.9908
H 0.1894 3.8483 2.5050
H -1.7188 1.6124 -11.9074
H -2.5883 0.2391 -0.8268
H 2.2173 -6.9032 -4.8135
H -7.3099 -0.0450 3.2946
H 1.1917 -3.6359 -4.3699
H -7.0820 1.2996 4.3969
H -5.2409 3.0226 4.3413
H -0.1209 1.2494 1.6674
H -2.2616 0.4840 1.6873
H 0.5995 -0.2371 -2.5485
H -1.9325 -1.0910 -4.1021
H -2.5331 1.8379 -4.0748
H -5.3935 -0.1238 5.7023
H -1.6825 0.8818 -9.5337
H -3.4694 -0.8547 0.2448
H 1.2001 7.1068 2.2181
H 8.4646 -3.2568 4.5772
H -0.1795 -1.3932 -4.5069
H -1.3495 3.2722 -11.4156
H -2.7645 -2.3775 -1.4146
H 4.8930 -1.2784 1.5002
H -0.0276 -1.1986 8.6620
H 1.2884 -8.3827 -4.8758
H -5.6838 -1.4180 4.5680
H 0.9413 -4.4370 -2.8065
H -2.9588 5.4100 -8.7106
H 6.4342 -0.9664 2.3230
H 1.4699 2.6827 2.7301
H 6.9334 -2.7348 3.9193
H -0.5611 -2.6335 -2.3356
H -1.7369 1.2338 4.9427
H -3.0603 4.1422 -9.9057
H 5.8019 -3.4483 2.3922
H -5.1041 1.8986 5.7146
H -0.0289 7.1442 3.5000
H -0.1873 1.3616 -4.0545
H -1.4592 2.3133 6.3245
H 8.3384 -1.6503 3.8299
H -1.4895 -1.1117 1.8018
H -1.7289 -2.6434 -0.0071
H -2.0365 2.1295 -5.7675
H 2.1302 -5.0532 -3.9782
H -0.1679 2.0064 -11.1408
H -0.3629 1.1402 -0.1152
H 1.4073 0.8118 8.9211
H -1.7408 5.3310 -10.0012
H -0.9810 0.4096 -2.0911
H 6.3914 -1.0403 0.5706
H 0.7885 -8.2627 -2.4513
H 0.1645 1.8132 8.1581
H -2.8932 0.6130 -5.3837
H 0.3014 -0.5121 7.0892
H -2.9090 2.1082 -9.7449
H 2.3853 1.0181 1.1804
H 1.7103 -6.7792 -2.3038
H -0.2201 0.6249 -5.6828
H 1.7055 5.0743 0.8375
H 1.5385 0.3840 2.6831
H -0.3143 1.0136 5.9228
H 5.7723 -3.4359 0.6442
H 0.3019 -1.8766 -0.9948
H 1.4167 3.3931 0.3584
H -0.1697 1.0477 9.6998
H -0.0551 5.8524 2.3249
H 2.5405 -8.2822 -2.7326
H 2.9427 3.8650 1.1310
H 2.9227 -2.8244 2.1913
H -3.7362 2.8842 5.2765
```

## Properties
- total charge = -1
- Kohn-Sham gap (eV) = 3.96

ORCA calculation (ωB97M-V/def2-TZVPD) on a 12-piece molecular cluster, C34H71F6N7O17P overall in a non-equilibrium geometry.

The geometry in XYZ format:
```
136
Properties=species:S:1:pos:R:3
P -0.1979 -0.0284 -0.0018
F -0.1836 -1.6438 0.2569
F 0.9556 -0.1873 -1.1643
F 1.0138 0.1476 1.1133
F -1.3952 0.0532 1.1110
F -0.1360 1.5671 -0.2236
F -1.2900 -0.2141 -1.1328
O -0.8608 4.3578 0.8023
O 3.6482 -0.7966 -5.2742
O 1.4290 3.0088 -2.3067
O 2.0720 5.3922 3.3686
O 5.8519 -4.0557 0.4163
O 6.1456 2.9729 0.2118
O -4.0638 0.5046 -4.1569
O -6.1497 1.5499 1.3239
O -3.7503 -4.4563 2.1354
O 4.9805 0.7976 -6.0530
O -3.6125 -6.6293 2.6367
O 4.5818 -1.0136 -7.3192
O -4.8758 -5.9151 0.9128
O 2.5482 -1.2564 4.1123
O -2.7792 1.2099 -5.7779
O -0.0806 -2.1804 -5.6618
O -4.9405 0.7912 -6.1974
N -4.3970 1.6047 2.7899
N 3.5842 -3.9490 0.5959
N 4.4027 2.0307 1.3944
N 0.6349 -2.3912 4.5971
N 0.4481 -3.5448 -3.9310
N -2.9955 4.2649 0.1047
N 1.1012 3.4349 3.9100
C -3.2287 -2.7263 0.5442
C -1.8667 0.6652 -4.8004
C -4.5074 3.0055 3.1387
C 3.4424 -5.0389 1.5162
C -3.3046 0.8720 3.4061
C 3.3917 2.3795 0.4157
C 4.6568 1.1842 -4.7054
C -3.9897 0.8479 -5.4662
C 4.7767 -3.5797 0.0857
C 4.4143 -0.3856 -6.3107
C -2.7549 0.5402 -3.5722
C 2.4057 -3.1331 0.3634
C 1.6617 3.3130 5.2410
C 3.5013 0.2238 -4.3161
C -0.3350 -2.7794 -2.9610
C 1.3552 4.4567 3.0637
C -4.1873 3.4736 -0.2299
C -0.6762 1.5746 -4.6053
C 3.6495 -0.3032 -2.9120
C 1.0904 -3.0500 5.7921
C 3.9970 1.3563 2.6272
C 0.1253 2.4081 3.5284
C -3.1582 5.6874 -0.0322
C -0.7559 -2.6267 4.2030
C -4.3081 -3.6451 1.0989
C 1.1215 -4.7204 -3.4132
C -4.8990 -4.6853 0.1636
C -1.8329 3.6807 0.4810
C -4.0770 -5.7418 1.9839
C -5.2071 1.0202 1.8973
C 0.4600 -3.1899 -5.2412
C 5.6679 2.3778 1.1681
C 0.6372 4.2172 -2.3852
C 1.3662 -1.5268 3.9006
H 4.1025 0.2812 2.4525
H 5.5330 1.1594 -4.0582
H 0.9429 -1.1301 2.9688
H 2.6878 -5.7540 1.1797
H -0.6857 -1.8577 -3.4207
H 1.6655 -3.6738 -0.2371
H -2.5027 -0.3890 -3.0699
H -4.0916 6.0261 0.4279
H 0.0044 1.2970 -3.8043
H 1.6567 -4.5241 -2.4865
H 4.5139 1.6587 3.5322
H -1.4147 -2.0120 4.8254
H -0.8786 -2.4668 3.1356
H 2.7037 -0.7376 -2.5870
H 6.3277 2.0363 1.9867
H 0.9327 4.3094 2.0576
H 0.5622 1.4306 3.7359
H -3.7225 -1.9395 -0.0316
H 2.5240 -2.2219 -0.2218
H 0.9715 4.8695 -1.5791
H 0.4102 -5.5415 -3.2753
H 0.9664 -3.9139 -5.8946
H 3.8629 0.4966 -2.2019
H -3.6412 3.5941 2.8179
H -2.7557 1.4136 -2.9194
H -1.8295 2.5851 0.3986
H 0.7772 4.6740 -3.3621
H 1.9384 2.2751 5.4313
H 0.2713 -3.1079 6.5151
H -4.2720 -4.8592 -0.7142
H 2.5198 3.9657 5.3690
H -0.3947 3.8789 -2.2718
H -5.8637 -4.3357 -0.1994
H 1.8155 -5.1607 -4.1318
H -1.2354 -3.3246 -2.6699
H -5.0233 3.6477 0.4454
H -3.8406 2.4439 -0.2750
H 1.1188 2.5935 -1.4931
H -0.8181 2.6435 4.0221
H -2.7254 -3.2688 -0.2589
H -4.9003 -0.0199 1.7028
H 2.8385 3.2867 0.6667
H -0.0422 2.4081 2.4506
H 3.8704 2.4632 -0.5595
H -5.1564 -3.0544 1.4554
H 0.2188 -2.4691 -2.0767
H 3.1486 -4.6858 2.5081
H 0.8540 3.5599 5.9368
H 2.9101 1.3905 2.7035
H 4.4386 -1.0539 -2.8641
H -2.9735 -0.0368 2.9129
H 1.2438 -4.1110 5.5667
H -3.2040 6.0104 -1.0751
H -4.5094 3.1212 4.2248
H 4.2818 2.2068 -4.7152
H -4.5841 3.7958 -1.1957
H -1.5226 -0.3188 -5.1243
H -2.4177 6.3150 0.4600
H -3.5010 0.7623 4.4768
H -2.4028 1.4860 3.4387
H 1.9676 -2.6436 6.2839
H -5.3455 3.5281 2.6874
H 1.9463 -2.9006 1.3240
H 2.5801 0.8008 -4.4171
H -1.1013 -3.6240 4.4816
H 4.6782 -2.8235 -0.7077
H 4.3847 -5.5759 1.6021
H -0.1544 1.6322 -5.5646
H -1.0223 2.6048 -4.4886
H 2.6215 1.6398 0.1878
H -2.5811 -2.3331 1.3194
```

## Properties
- total charge = -1
- Kohn-Sham gap (eV) = 8.77